(1)
74
Properties=species:S:1:pos:R:3:forces:R:3:mulliken_spin:R:1 method="wB97M-V/def2-TZVPD" multiplicity=2 total_charge=+2 orbital_gap_ev="6.7335 / 6.5490" e_tot_ev=-196167.8000 homo_energy_ev="-14.1 / -14.4"
Co -0.421 0.519 0.225 -0.1867 0.0704 0.0054 0.597
C 1.263 3.124 -1.212 -0.0769 -0.0064 -0.0157 0.007
C 1.059 2.201 -0.053 0.0774 -0.0880 0.0982 0.012
C 1.794 1.013 0.054 -0.1471 0.0310 -0.0020 -0.031
C 1.688 0.182 1.193 0.0514 0.0328 -0.0019 0.004
C 2.612 -0.985 1.366 -0.0161 -0.0164 0.0233 0.001
C 0.757 0.518 2.184 0.0286 -0.0067 0.0048 0.019
C 0.012 1.715 2.127 0.0302 -0.0031 -0.1082 0.032
C -0.904 2.114 3.241 -0.0183 -0.0077 -0.0034 0.008
C 0.153 2.519 0.992 0.0789 -0.0252 -0.0523 -0.028
H 1.171 2.590 -2.157 0.0209 -0.0079 -0.0053 0.001
H 2.268 3.545 -1.158 -0.0054 0.0143 0.0098 -0.001
H 0.544 3.939 -1.205 -0.0109 -0.0074 -0.0084 0.000
H 2.500 0.747 -0.722 -0.0085 0.0079 -0.0260 0.007
H 2.438 -1.766 0.627 -0.0002 -0.0030 -0.0419 0.001
H 2.528 -1.411 2.364 -0.0033 -0.0110 -0.0094 0.000
H 3.640 -0.647 1.226 0.0019 0.0140 0.0226 -0.001
H 0.657 -0.124 3.051 -0.0100 0.0114 0.0068 -0.006
H -1.810 2.586 2.863 0.0025 0.0083 0.0059 0.001
H -0.395 2.842 3.876 0.0020 -0.0067 0.0070 0.003
H -1.177 1.264 3.865 -0.0047 -0.0030 -0.0045 0.000
H -0.431 3.426 0.910 0.0116 -0.0123 -0.0043 0.003
C -0.559 -2.598 1.125 0.0001 -0.0118 0.0278 -0.022
C -1.933 -2.205 1.674 -0.0180 -0.0421 0.0494 0.023
As -2.406 -0.370 1.100 -0.0319 0.0335 -0.0298 0.485
C -4.142 -0.607 0.356 -0.0209 -0.0359 0.0701 -0.049
C -4.958 -1.575 0.961 0.0335 0.0102 0.0077 0.051
C -6.264 -1.744 0.539 -0.0038 0.0006 -0.0184 -0.024
C -6.767 -0.960 -0.491 0.0071 -0.0088 0.0022 0.059
C -5.967 0.009 -1.086 0.0007 0.0113 -0.0102 -0.022
C -4.665 0.200 -0.659 0.0138 0.1137 -0.0067 0.032
C -1.387 1.341 -1.241 0.0140 -0.1017 0.0287 -0.178
C -1.167 0.981 -2.565 0.0883 0.0169 -0.0431 0.034
C -1.742 1.700 -3.608 -0.0709 0.0685 -0.0003 -0.011
C -2.550 2.796 -3.340 0.0339 -0.0445 0.0766 0.005
C -2.787 3.159 -2.020 0.0107 -0.0131 -0.1068 -0.004
C -2.214 2.433 -0.983 0.0150 0.0821 0.0969 0.045
As -0.441 -1.717 -0.609 0.1466 0.0061 -0.0109 -0.029
C 1.176 -2.270 -1.493 0.0184 -0.0612 -0.0147 -0.015
C 1.648 -3.557 -1.246 0.0303 0.0256 0.0236 -0.002
C 2.786 -4.009 -1.898 -0.0103 -0.0122 0.0074 0.000
C 3.444 -3.184 -2.800 0.0033 -0.0008 -0.0176 0.000
C 2.965 -1.907 -3.054 -0.0043 0.0022 -0.0040 0.000
C 1.831 -1.446 -2.401 0.0158 0.0085 0.0208 0.000
C -1.869 -2.587 -1.573 -0.0711 0.0689 -0.0308 -0.030
C -1.918 -3.979 -1.501 -0.0034 -0.0125 -0.0169 0.000
C -2.915 -4.669 -2.172 0.0223 -0.0129 0.0277 -0.001
C -3.862 -3.975 -2.913 -0.0127 0.0031 -0.0054 0.000
C -3.812 -2.592 -2.982 -0.0055 0.0144 -0.0102 0.002
C -2.817 -1.892 -2.314 -0.0010 -0.0492 0.0107 0.011
H -0.457 -3.680 1.059 -0.0247 0.0005 -0.0219 -0.003
H 0.255 -2.225 1.743 0.0006 0.0085 0.0178 0.005
H -1.959 -2.259 2.763 -0.0196 0.0046 -0.0062 0.003
H -2.698 -2.867 1.274 -0.0034 -0.0108 -0.0009 0.005
H -4.597 -2.188 1.776 0.0208 -0.0070 -0.0002 -0.001
H -6.890 -2.487 1.014 0.0012 0.0007 0.0022 0.000
H -7.786 -1.099 -0.826 -0.0020 0.0037 0.0024 0.002
H -6.361 0.623 -1.884 -0.0007 0.0004 -0.0021 0.000
H -4.057 0.955 -1.135 -0.0336 -0.0337 0.0328 0.008
H -0.545 0.132 -2.822 0.0063 -0.0188 0.0014 -0.001
H -1.555 1.397 -4.631 0.0014 0.0080 -0.0003 0.000
H -2.991 3.361 -4.150 -0.0016 -0.0019 -0.0027 0.000
H -3.419 4.008 -1.793 -0.0034 -0.0010 -0.0043 0.000
H -2.435 2.735 0.036 -0.0043 -0.0215 -0.0178 -0.001
H 1.147 -4.212 -0.544 0.0198 -0.0010 0.0017 -0.001
H 3.157 -5.006 -1.702 -0.0042 -0.0002 -0.0001 0.000
H 4.327 -3.541 -3.311 0.0030 0.0049 0.0038 0.000
H 3.472 -1.270 -3.767 -0.0025 0.0046 0.0041 0.000
H 1.469 -0.447 -2.610 -0.0191 0.0233 0.0002 0.001
H -1.185 -4.542 -0.936 0.0120 0.0124 -0.0065 0.000
H -2.949 -5.749 -2.118 -0.0015 0.0012 -0.0011 0.000
H -4.638 -4.516 -3.438 0.0019 -0.0009 -0.0017 0.000
H -4.550 -2.050 -3.560 0.0005 0.0041 0.0027 0.001
H -2.797 -0.814 -2.369 0.0359 -0.0244 -0.0278 -0.005

=====

(2)
83
Properties=species:S:1:pos:R:3:forces:R:3:mulliken_charge:R:1 method="wB97M-V/def2-TZVPD" multiplicity=1 orbital_gap_ev=7.4584 e_tot_ev=-145456.5756 homo_energy_ev=-7.1
Sc -1.459 -0.121 0.204 -0.3026 1.2237 -0.7278 -1.223
O 0.000 1.098 -0.585 0.3068 0.4120 -0.1310 2.022
C 0.194 2.181 -1.250 0.0356 0.3365 -0.4605 0.217
C 1.440 2.858 -1.174 -0.0454 -0.2692 0.1606 -1.138
C 1.736 3.923 -1.980 -0.0532 0.0252 -0.0762 -0.587
C 0.798 4.417 -2.889 0.0817 0.1932 -0.1328 -1.031
C -0.443 3.833 -2.945 -0.0598 -0.0914 0.1089 -0.773
C -0.779 2.730 -2.143 0.7188 -0.0704 0.3502 0.833
C -2.107 2.205 -2.228 -0.6571 -0.0980 0.0469 -0.822
N -2.656 1.355 -1.440 0.3461 0.0094 0.0510 0.951
C -4.056 1.057 -1.664 -0.3751 -0.3654 -0.2785 -0.992
C -4.273 -0.453 -1.830 -0.1153 0.2165 -0.2904 -0.730
N -3.638 -1.121 -0.727 0.2231 -0.3435 -0.2000 0.046
C -3.490 -2.393 -0.772 -0.5865 0.5557 -0.1952 -0.342
C -2.854 -3.136 0.271 0.5566 0.0532 0.7312 0.605
C -2.667 -4.520 0.157 -0.0601 0.1383 -0.1040 -0.696
C -2.011 -5.235 1.127 0.0506 -0.2411 -0.0443 -0.793
C -1.570 -4.581 2.280 -0.0625 0.0151 -0.0390 -0.406
C -1.774 -3.238 2.450 -0.2534 0.3198 -0.1603 -0.541
C -2.353 -2.450 1.425 -0.4125 -1.5187 0.0952 0.725
O -2.420 -1.165 1.538 -0.4481 -0.0826 1.0315 -0.836
H 2.166 2.505 -0.455 0.0351 -0.0994 0.0550 0.479
H 2.714 4.380 -1.908 0.0480 0.0960 0.0053 0.457
H 1.049 5.255 -3.522 -0.0552 0.0734 -0.0465 0.390
H -1.202 4.242 -3.600 -0.0539 -0.0139 -0.1270 0.404
H -2.708 2.641 -3.045 -0.0046 -0.0865 0.1900 0.131
H -4.452 1.578 -2.553 0.0565 0.0096 0.2759 0.399
H -4.613 1.378 -0.774 -0.0053 -0.0170 -0.1509 0.255
H -3.853 -0.787 -2.796 -0.0859 0.0999 0.1548 0.299
H -5.355 -0.659 -1.839 0.1905 0.0734 -0.0718 0.414
H -3.847 -2.974 -1.643 -0.0452 0.1112 0.1756 0.366
H -3.054 -5.026 -0.719 -0.0187 -0.0287 -0.1163 0.435
H -1.840 -6.294 1.008 -0.0314 -0.0969 -0.0176 0.407
H -1.043 -5.137 3.040 0.0000 -0.0652 0.1223 0.426
H -1.436 -2.727 3.338 0.0557 0.0291 0.0342 0.432
C 6.641 -0.093 0.182 -0.0506 0.0186 0.0241 -1.490
C 5.245 -0.327 0.675 -0.0217 -0.0098 0.0799 1.064
C 5.000 -1.054 1.834 -0.0337 0.0451 -0.1406 -0.881
C 3.703 -1.347 2.225 -0.2268 -0.0741 0.0932 -0.472
C 2.647 -0.891 1.460 -0.4765 -0.1249 0.1649 -0.414
C 2.870 -0.113 0.339 -0.0462 0.0942 -0.1259 -0.734
C 4.165 0.164 -0.055 -0.0979 -0.0774 0.0850 -0.703
S 0.950 -1.393 1.794 0.3827 0.2571 0.1041 1.341
O 0.511 -2.064 0.575 -0.1150 0.2431 0.1541 -0.521
O 0.981 -2.188 2.996 0.2217 0.3499 0.0256 -0.846
N 0.037 -0.087 1.842 0.6084 -1.2656 -0.4988 0.269
C 0.160 0.922 2.725 0.3101 0.7636 0.8824 0.361
C 1.114 1.024 3.733 -0.3627 -0.2823 -0.5190 -0.568
C 1.180 2.147 4.554 -0.2048 0.5911 0.1452 -0.780
C 0.299 3.191 4.416 0.2494 -0.1173 0.1422 -0.935
C -0.723 3.118 3.452 -0.1362 -0.3555 -0.3682 0.890
C -1.722 4.105 3.311 -0.1438 -0.1242 -0.1930 -0.631
C -2.721 3.922 2.393 0.1770 0.1215 0.1596 -1.154
C -2.692 2.784 1.573 0.0510 -0.2080 -0.1434 0.049
N -1.763 1.855 1.649 -0.3946 -0.0831 -0.2533 0.684
C -0.799 1.987 2.590 0.4753 0.1494 0.5508 -0.146
H 7.363 -0.588 0.828 0.1158 0.0177 -0.0458 0.365
H 6.870 0.972 0.143 0.0629 0.0279 0.0083 0.321
H 6.735 -0.490 -0.830 0.1485 -0.0026 -0.0057 0.341
H 5.830 -1.414 2.425 0.0996 -0.0624 0.0398 0.353
H 3.488 -1.943 3.098 0.0562 -0.0757 0.1217 0.597
H 2.004 0.245 -0.201 -0.0141 0.1336 -0.1397 0.341
H 4.351 0.749 -0.946 -0.0253 0.0670 -0.0703 0.434
H 1.801 0.207 3.877 0.1199 -0.0721 0.0790 0.522
H 1.941 2.198 5.320 0.0733 -0.0293 0.0280 0.413
H 0.363 4.067 5.044 0.0052 0.0417 0.1075 0.400
H -1.696 4.986 3.941 -0.0065 -0.0306 0.0264 0.431
H -3.525 4.636 2.285 0.0108 0.0251 -0.0410 0.439
H -3.464 2.641 0.826 0.0379 -0.0235 -0.0256 0.212
C 0.428 -0.335 -3.846 -0.1874 -0.2236 0.5295 -1.005
As 0.014 -1.754 -2.534 1.4873 -0.9112 -2.7978 0.663
C 1.738 -2.506 -2.021 -0.4175 0.2040 0.3086 -0.864
C -0.873 -3.209 -3.525 0.1289 0.4508 0.4281 -1.207
O -1.075 -1.231 -1.465 -0.8239 0.1255 0.6281 0.079
H 0.906 -0.730 -4.743 -0.0219 -0.1704 0.1283 0.503
H 1.093 0.390 -3.372 -0.0736 -0.0513 0.0290 0.176
H -0.497 0.176 -4.123 0.0599 -0.1206 0.1093 0.302
H 2.244 -2.910 -2.901 -0.2316 0.1013 -0.0560 0.525
H 1.558 -3.279 -1.277 0.0166 0.0077 -0.0416 0.287
H 2.338 -1.724 -1.563 0.0268 -0.0149 -0.0010 0.093
H -0.319 -3.518 -4.410 0.1028 0.0740 0.0728 0.430
H -1.868 -2.869 -3.814 0.0772 0.0511 0.0256 0.333
H -0.978 -4.049 -2.835 0.0338 0.0461 -0.0333 0.349

=====

(3)
80
Properties=species:S:1:pos:R:3:forces:R:3:nbo_charge:R:1 method="wB97M-V/def2-TZVPD" multiplicity=1 total_charge=+2 orbital_gap_ev=7.2134 e_tot_ev=-104461.8581 homo_energy_ev=-14.4
Ti 0.248 -0.272 -0.540 0.3402 -0.1635 0.0364 1.260
C 4.235 -1.740 -0.403 -0.0152 0.1140 -0.0244 -1.144
Si 3.080 -0.341 -0.729 -0.0912 -0.0172 0.0305 1.784
C 3.911 1.300 -1.023 -0.0217 -0.0355 0.0166 -1.143
C 1.901 -0.741 -2.215 -0.2263 0.1863 0.1155 -1.194
N 1.769 -0.141 0.481 0.0285 -0.1029 -0.0493 -1.021
C 1.856 0.093 1.858 0.0617 0.0993 -0.1248 0.023
C 3.009 0.193 2.626 -0.0666 -0.0718 0.0843 -0.190
C 2.883 0.473 3.982 0.0096 -0.0042 -0.0017 -0.180
C 1.637 0.666 4.566 0.0256 0.0047 0.0351 -0.167
C 0.471 0.595 3.807 -0.0582 -0.0076 -0.0652 -0.267
C 0.645 0.310 2.483 0.0870 -0.0112 0.0549 0.409
F -0.424 0.266 1.583 0.0326 0.1187 -0.0067 -0.340
H 4.960 -1.782 -1.220 -0.0059 -0.0114 -0.0043 0.272
H 3.743 -2.706 -0.310 -0.0241 0.0157 -0.0069 0.297
H 4.799 -1.553 0.514 0.0027 0.0012 -0.0128 0.266
H 3.815 1.617 -2.063 0.0282 -0.0227 -0.0101 0.257
H 4.979 1.227 -0.810 -0.0066 -0.0028 0.0170 0.278
H 3.496 2.090 -0.393 -0.0244 -0.0177 -0.0065 0.262
H 2.578 -0.825 -3.070 0.0493 0.0116 0.0406 0.341
H 1.223 0.064 -2.575 -0.0578 0.0091 -0.0391 0.261
H 1.380 -1.709 -2.200 -0.0045 0.0003 0.0347 0.294
H 3.986 0.047 2.183 -0.0080 0.0013 -0.0075 0.234
H 3.772 0.541 4.593 -0.0015 -0.0010 -0.0014 0.248
H 1.566 0.877 5.624 -0.0048 -0.0013 -0.0040 0.249
H -0.511 0.757 4.229 0.0073 0.0012 0.0084 0.258
C -2.839 2.981 0.164 -0.1261 0.0607 -0.2088 -0.410
N -2.055 1.994 -0.593 0.3173 -0.1480 0.4020 -1.059
P -2.304 0.302 -0.659 -0.0170 0.0510 -0.2048 1.206
C -2.887 -0.006 -2.338 -0.1396 0.0339 -0.1037 -0.439
C -2.206 -0.909 -3.155 -0.1183 0.0557 0.1315 -0.185
C -2.583 -1.083 -4.481 0.0316 -0.0181 0.0387 -0.182
C -3.648 -0.362 -4.995 -0.0214 0.0303 0.0302 -0.160
C -4.332 0.544 -4.188 -0.0025 -0.0389 -0.0635 -0.209
C -3.948 0.731 -2.874 0.0370 0.0316 -0.0040 -0.128
C -3.567 -0.176 0.530 0.0937 -0.0595 0.0624 -0.352
C -3.196 -0.880 1.678 -0.0340 0.0182 0.0107 -0.188
C -4.157 -1.268 2.600 -0.0045 0.0066 -0.0076 -0.191
C -5.490 -0.955 2.386 -0.0099 0.0083 -0.0077 -0.152
C -5.869 -0.265 1.241 -0.0032 -0.0078 0.0250 -0.182
C -4.917 0.116 0.313 -0.0226 -0.0022 -0.0759 -0.205
P -0.424 2.197 -1.013 -0.0662 -0.0489 -0.1902 1.189
C 0.260 3.599 -0.127 0.0261 -0.0893 0.0486 -0.451
C 1.068 3.414 0.993 -0.0161 0.0644 0.0316 -0.177
C 1.570 4.513 1.675 -0.0100 -0.0174 -0.0129 -0.201
C 1.262 5.794 1.239 0.0008 0.0118 0.0048 -0.148
C 0.462 5.983 0.118 0.0034 0.0112 0.0139 -0.210
C -0.034 4.890 -0.572 0.0132 0.0114 -0.0346 -0.111
C -0.317 2.647 -2.754 -0.0352 0.0604 0.0295 -0.447
C 0.953 2.748 -3.322 0.0409 0.0290 -0.0571 -0.149
C 1.090 3.098 -4.655 0.0048 -0.0156 0.0220 -0.213
C -0.041 3.353 -5.422 -0.0440 0.0068 -0.0007 -0.152
C -1.305 3.267 -4.855 0.0373 0.0089 -0.0543 -0.193
C -1.446 2.914 -3.521 -0.0160 -0.0391 0.0611 -0.182
H -3.871 2.644 0.232 0.0054 0.0079 0.0108 0.231
H -2.823 3.940 -0.352 -0.0275 0.0058 0.0124 0.224
H -2.443 3.110 1.171 -0.0050 0.0103 0.0108 0.213
H -1.405 -1.510 -2.744 0.0621 -0.0581 -0.0523 0.210
H -2.051 -1.790 -5.103 -0.0062 -0.0029 -0.0068 0.237
H -3.952 -0.502 -6.024 0.0079 -0.0094 -0.0001 0.241
H -5.164 1.106 -4.591 0.0130 0.0038 -0.0029 0.239
H -4.463 1.480 -2.283 0.0311 -0.0237 -0.0012 0.206
H -2.166 -1.148 1.851 0.0062 -0.0186 0.0056 0.219
H -3.863 -1.824 3.480 0.0022 -0.0014 -0.0047 0.236
H -6.239 -1.260 3.104 0.0014 -0.0001 -0.0013 0.241
H -6.911 -0.034 1.066 0.0023 0.0026 -0.0037 0.239
H -5.242 0.621 -0.586 0.0087 -0.0068 0.0217 0.221
H 1.319 2.419 1.331 0.0051 -0.0115 0.0031 0.215
H 2.203 4.369 2.540 -0.0019 -0.0030 -0.0017 0.235
H 1.654 6.651 1.769 -0.0020 -0.0004 -0.0015 0.241
H 0.235 6.984 -0.222 -0.0044 -0.0052 -0.0086 0.242
H -0.631 5.043 -1.464 0.0009 -0.0065 0.0068 0.221
H 1.841 2.586 -2.719 -0.0023 -0.0042 0.0322 0.205
H 2.075 3.184 -5.095 -0.0025 0.0009 0.0012 0.236
H 0.065 3.628 -6.463 0.0045 -0.0012 0.0027 0.239
H -2.180 3.481 -5.454 -0.0063 -0.0021 0.0156 0.237
H -2.429 2.850 -3.075 -0.0015 0.0014 -0.0175 0.227
S -0.650 -2.415 -0.231 -0.0602 0.0065 -0.0283 -0.058
C 0.807 -3.231 0.049 -0.0017 0.0026 0.0340 0.018
N 1.792 -3.802 0.230 -0.0050 0.0057 -0.0217 -0.285